Entry 1:
Formula: C21H16ClNO4
Source: the Open Molecules 2025 dataset
Level of theory: the ωB97M-V functional and the def2-TZVPD basis

Element x y z (Å)
Cl -3.01543 1.18351 -3.69946
O 1.69136 -0.21882 1.19610
O 1.13535 2.09572 -0.07907
O -0.64406 1.69034 0.94787
O 3.84343 -2.12824 0.55728
N 0.87736 -0.48752 -0.87635
C 2.79562 -1.72331 -0.31820
C -1.99971 -3.20413 -2.63092
C 4.32245 -3.07254 -1.45809
C -1.50939 -2.01487 -1.95431
C -3.13230 -1.54004 -4.00901
C 4.52475 -3.15084 0.04955
C -0.25883 0.30922 -0.58701
C -0.49713 2.93024 1.88489
C -2.72712 -2.83953 -3.87722
C -1.85382 -0.85253 -2.09448
C -1.07672 3.16559 4.34353
C 0.17111 1.46544 0.03302
C 3.20864 -2.57846 -1.55659
C 0.51168 1.06379 5.20166
C -2.37083 -0.34566 -3.38954
C -0.40312 2.69441 3.28990
C 1.82051 -0.87871 0.07480
C -1.27602 0.24099 -1.39442
C 0.45013 1.48822 3.79510
C -0.79854 2.85437 5.71184
C 0.05947 1.82931 6.00572
H -1.49936 3.61723 1.81115
H -0.00758 1.62545 7.00165
H 0.36679 3.37664 1.72306
H 2.46144 -2.53134 -2.20469
H 1.13890 1.04816 2.90410
H 5.56238 -3.40455 0.64047
H -1.91972 1.10572 -1.16403
H -1.86941 -4.15078 -2.48964
H 1.39752 0.18938 5.30317
H -3.86094 -1.02625 -5.00742
H -3.02011 -3.57873 -4.62575
H -1.08301 -2.42819 -1.07076
H -1.53411 3.85452 4.18869
H 4.55068 -3.92872 -2.07354
H 0.77308 -1.12164 -1.59028
H -1.27573 3.35796 6.52635

Output
spin multiplicity = 1
frontier orbital gap = 7.23 eV
HOMO energy = -8.2 eV
total charge = 0

=====

Entry 2:
Formula: C21H16F6N4O6PdS4
Source: the Open Molecules 2025 dataset
Level of theory: the ωB97M-V functional and the def2-TZVPD basis

Element x y z (Å)
Pd 0.05293 0.51722 -1.28532
S 4.06596 0.59380 -1.58661
S -1.14274 1.44502 1.55107
S 1.60408 0.98408 -2.85872
S -3.36774 3.52711 -2.38667
F 0.14468 -1.98827 0.01691
F 4.47059 3.26583 -1.58756
F 2.12265 -1.44991 -0.59600
F 0.69483 -2.11874 -2.06607
F 6.26988 2.10088 -1.80497
F 4.92241 2.31747 -3.47801
O 3.57436 1.00277 -0.29295
O -0.57516 2.59982 0.90227
O -2.27420 1.67852 2.42914
O 5.12622 -0.38241 -1.62190
O 1.15228 0.55201 -4.18004
O 1.76652 2.43867 -2.73155
N 3.04666 0.28223 -2.69124
N -1.22530 2.19927 -2.10796
N -2.34633 -0.97807 -1.74886
N -1.45058 0.36441 0.39988
C -2.66396 -1.65063 -2.82107
C -3.75108 -3.36661 -1.57503
C 2.24751 -0.42317 3.97490
C 0.99548 -0.24735 4.55884
C -3.36696 -2.87233 -2.78794
C 4.95814 2.15535 -2.14773
C -2.24229 -0.72757 0.63614
C 2.43910 -0.00309 2.66073
C -1.98666 4.01842 -3.28296
C -2.45916 2.24552 -1.70827
C 1.40468 0.56946 1.94157
C -0.04755 0.32405 3.84329
C 0.83125 -1.30865 -0.97301
C 0.15856 0.71935 2.53364
C -3.40802 -2.38992 1.98303
C -3.41855 -2.66732 -0.39286
C 3.37199 -1.05255 4.75423
C -2.67981 -1.46922 -0.53360
C -3.78611 -3.12293 0.89304
C -0.94058 3.20140 -3.00101
C -2.64962 -1.21378 1.87134
H 1.59344 0.90243 0.92845
H 4.27591 -1.11217 4.14873
H 3.40054 -0.11328 2.17271
H -4.30087 -4.29852 -1.49307
H -2.37756 -0.69559 2.77638
H 0.83263 -0.56180 5.58512
H -2.34575 -1.22601 -3.76896
H 0.06611 3.25850 -3.38282
H -1.02059 0.47042 4.29681
H -1.99654 4.86269 -3.95087
H -3.67940 -2.72249 2.97947
H 3.11318 -2.06495 5.07366
H -2.86289 1.54071 -1.00029
H -3.58738 -3.39322 -3.71109
H 3.60374 -0.47474 5.65262
H -4.35290 -4.04218 0.99105

Output
relative energy (zero: lowest compared OMol25 entry of this formula, charge and spin) = 0.000 eV
spin multiplicity = 1
frontier orbital gap = 6.44 eV
HOMO energy = -2.4 eV
total charge = -2

=====

Entry 3:
Formula: C21H16N4O11RuS
Source: the Open Molecules 2025 dataset
Level of theory: the ωB97M-V functional and the def2-TZVPD basis

Element x y z (Å)
Ru 0.00905 0.93003 -0.05447
S -0.92767 2.11505 -2.38401
O -0.62907 3.19485 -3.26370
O -4.89053 -5.84036 -3.20952
O 4.39710 5.44603 1.59549
O -3.06381 -6.96864 -3.36439
O -1.37072 2.48040 -1.00252
O 3.97951 0.93003 1.07174
O 0.22949 1.19418 -2.10321
O 1.92605 0.28522 0.45544
O -1.44782 -0.54512 -0.47456
O 5.08737 3.33593 1.54338
O 0.45501 -1.59658 -0.82729
N 1.08369 2.64155 0.23102
N 0.75730 3.93358 0.18502
N -3.69091 -5.97129 -3.07404
N 3.84050 -1.98707 4.58352
C -3.64591 -3.71653 -2.09643
C 0.94229 -1.42456 2.75658
C 1.88368 -0.71481 3.47690
C 0.76743 1.36386 3.05871
C -0.86577 -3.85364 -1.88708
C 2.33153 2.56431 0.63560
C -1.54959 -2.72012 -1.46121
C 2.82820 1.16334 0.73149
C -2.21000 1.13053 -3.08870
C 1.78454 0.68510 3.65780
C -0.19351 0.66056 2.28291
C -0.76398 -1.57351 -0.89882
C 4.18137 4.28451 1.36796
C -2.93943 -4.83179 -2.50866
C -0.11472 -0.73805 2.17164
C -2.93529 -2.65330 -1.56466
C 2.84702 3.84742 0.87087
C -1.56209 -4.92747 -2.41499
C -1.21411 1.37599 1.55332
C 2.97828 -1.41619 4.08492
C 1.80246 4.69603 0.55513
H -1.06197 -5.82259 -2.75187
H -0.88195 -1.26561 1.62518
H 2.53089 1.19888 4.24736
H 1.03618 -2.49475 2.64601
H -1.74907 0.46245 -3.81382
H -0.13870 4.18418 -0.21118
H 4.74348 2.42666 1.35243
H -1.32573 2.43748 1.74375
H -3.45086 -1.76788 -1.21980
H 0.21172 -3.87284 -1.80116
H -4.72063 -3.69725 -2.19387
H -2.14139 0.86066 1.32950
H 1.75756 5.77160 0.56861
H -2.90991 1.79993 -3.58221
H -2.68123 0.56110 -2.29274
H 0.68465 2.43850 3.16261

Output
relative energy (zero: lowest compared OMol25 entry of this formula, charge and spin) = 1.009 eV
spin multiplicity = 1
frontier orbital gap = 6.93 eV
HOMO energy = -9.8 eV
total charge = 0

=====

Entry 4:
Formula: C21H16N5NiS5
Source: the Open Molecules 2025 dataset
Level of theory: the ωB97M-V functional and the def2-TZVPD basis

Element x y z (Å)
Ni -0.61197 0.25422 -0.95800
S -3.99650 5.95228 -3.75966
S -2.16149 0.48453 -2.62743
S -1.96669 4.74167 -1.93596
S -3.48317 3.01591 -3.62984
S -0.37792 2.50334 -0.66820
N 2.81382 -1.60661 -2.68521
N -0.20767 -0.12557 0.95365
N 1.38959 -0.10830 -1.92932
N 0.45339 -3.65133 -1.88038
N -0.60123 -1.80524 -1.33204
C 3.80528 0.55502 2.03543
C 1.09997 0.08863 1.37799
C 3.43365 -0.59928 1.35935
C 0.50338 -2.29693 -1.84150
C -2.33007 2.22403 -2.58783
C 1.49157 1.24204 2.07644
C 2.54508 0.53008 -2.27351
C -2.55252 0.19845 1.43471
C -0.76888 -4.02426 -1.35598
C -2.10221 -0.18155 4.13497
C -1.22826 -0.01951 1.86516
C 1.57326 -1.37774 -2.18362
C -1.03901 -0.21132 3.25188
C -3.60497 0.21959 2.33028
C -3.40155 0.03239 3.69296
C -3.18538 4.63489 -3.14252
C 2.81796 1.46669 2.39435
C 3.44445 -0.37874 -2.74481
C -1.60628 3.04154 -1.78863
C -1.40261 -2.86716 -1.02237
C 2.10493 -0.83071 1.04604
H 4.84276 0.74284 2.28122
H -4.60365 0.40172 1.94946
H 3.20267 -2.48251 -2.98130
H -0.04126 -0.39387 3.62782
H 0.73452 1.97113 2.33520
H 3.08805 2.37769 2.91615
H -4.22936 0.05825 4.38986
H -1.05993 -5.05515 -1.27377
H 2.64214 1.59453 -2.14759
H -1.90883 -0.33498 5.19149
H -2.75050 0.36901 0.38106
H 1.16180 -4.27477 -2.21943
H 4.45150 -0.27652 -3.10643
H -2.37135 -2.71864 -0.57901
H 1.80971 -1.74647 0.54556
H 4.18375 -1.33331 1.08332

Output
spin multiplicity = 1
frontier orbital gap (alpha / beta) = 5.17 / 5.16 eV
HOMO energy (alpha / beta) = -3.5 / -3.5 eV
total charge = -1

=====

Entry 5:
Formula: C21H16N6
Source: the Open Molecules 2025 dataset
Level of theory: the ωB97M-V functional and the def2-TZVPD basis

Element x y z (Å)
N -0.06690 1.58389 -3.97827
N -2.53141 -1.85641 0.25480
N 3.05022 -1.44581 2.92557
N 1.21889 -0.99806 1.89727
N 1.66637 -3.28730 2.52290
N -1.61128 -2.83857 0.57358
C 1.90210 1.42823 -1.03055
C -0.39744 -2.54041 1.20684
C 0.33335 1.63702 -2.69485
C 0.98188 1.62932 -0.02606
C -0.73210 1.71719 -1.65964
C -3.14867 -3.74169 -0.69168
C -1.34917 1.63030 -4.37905
C 1.40211 1.54514 1.39203
C 1.84876 0.18369 1.90977
C 0.50572 -3.57265 1.89679
C -3.32678 -2.32044 -0.67173
C 1.97197 -1.92804 2.52420
C 0.01862 -1.25220 1.21275
C 1.00485 2.61320 2.45075
C -0.39591 1.82304 -0.32586
C 1.64115 1.46168 -2.37603
C -2.09305 1.89349 -2.03430
C 2.34526 2.82543 1.72701
C 2.96141 -0.10840 2.58055
C -2.37537 1.82511 -3.41064
C -2.09304 -4.00379 0.00449
H -2.87770 2.16606 -1.34067
H 2.55239 3.54369 0.95743
H -0.64111 -0.47589 0.77062
H -3.89917 -4.39366 -1.26510
H -3.38146 1.85511 -3.73324
H -3.95667 -1.68504 -1.27801
H 3.09758 2.63052 2.40463
H -1.14455 1.85342 0.38111
H 2.30717 1.26918 -3.16672
H 2.92921 1.32044 -0.67612
H 1.07768 2.34556 3.53686
H 0.17712 3.26653 2.21353
H -1.49036 1.45615 -5.46186
H -1.51862 -4.95436 0.28632
H 0.24298 -4.62867 1.83056
H 3.79395 0.52798 2.73999

Output
relative energy (zero: lowest compared OMol25 entry of this formula, charge and spin) = 1.979 eV
spin multiplicity = 1
frontier orbital gap = 8.36 eV
HOMO energy = -8.5 eV
SMILES string = c1cnc2ccc(C3(c4cnc5ncc(-n6cccn6)cn45)CC3)cc2c1
total charge = 0

=====

Across the entries above, energy takes the values -44222.50829; -103410.34683; -63934.41682; -124709.79532; -30973.23287 eV, respectively.